# 1
A molecular structure, C19H25N4O3SV in a non-equilibrium geometry. Source: OMol25; level of theory: the ωB97M-V functional and the def2-TZVPD basis.

Its HOMO energy (alpha / beta) is -0.664 / -0.664 Ha. Its expectation value of S² is 0.857. For the calculated total energy, the calculation gives -68706.836 eV. The total charge is +3. The value obtained for the frontier orbital gap (alpha / beta) is 6.66 / 7.12 eV. The spin multiplicity is 2. The molecular weight comes out at 440.44 u.

Each line ends with the Löwdin charge.
Atoms and positions in Å:
V  7.348  12.929  8.632  0.95
C  4.846  14.063  7.099  0.04
O  6.169  14.289  7.752  -0.37
C  6.584  15.688  7.598  -0.10
C  7.740  15.890  8.524  -0.09
O  7.732  14.836  9.530  -0.26
C  6.889  15.135  10.681  -0.08
C  6.777  13.838  11.415  -0.15
O  6.449  12.820  10.487  -0.27
C  5.986  11.586  11.171  0.05
H  4.130  14.681  7.628  0.12
H  4.630  12.992  7.144  0.09
H  4.859  14.354  6.054  0.11
H  5.729  16.273  7.818  0.13
H  6.908  15.851  6.550  0.16
H  7.628  16.839  9.054  0.16
H  8.714  15.775  8.059  0.15
H  5.866  15.465  10.306  0.17
H  7.297  15.957  11.282  0.17
H  5.961  13.943  12.131  0.16
H  7.657  13.524  11.949  0.15
H  6.488  11.548  12.126  0.11
H  6.234  10.744  10.563  0.08
H  4.919  11.627  11.339  0.12
N  6.327  11.629  5.287  0.22
C  6.971  11.902  6.373  -0.80
S  8.417  12.797  6.401  0.89
N  6.407  11.424  7.580  -0.02
N  7.337  10.973  8.423  -0.10
C  8.473  10.237  8.368  -0.11
C  8.664  9.031  7.656  -0.14
C  9.883  8.575  7.104  -0.02
C  9.978  7.447  6.370  -0.01
C  8.828  6.664  6.125  0.02
C  7.584  7.072  6.569  -0.01
C  7.506  8.251  7.318  0.03
C  9.493  10.902  9.205  -0.17
C  10.555  10.247  9.785  0.06
C  11.529  10.980  10.488  0.05
C  11.335  12.356  10.557  0.03
C  10.198  12.967  9.998  -0.05
N  9.263  12.250  9.393  0.02
H  6.675  11.912  4.387  0.15
H  5.529  11.028  5.306  0.15
H  10.745  9.219  7.075  0.13
H  10.916  7.120  5.926  0.14
H  8.869  5.725  5.606  0.13
H  6.656  6.515  6.471  0.13
H  6.555  8.577  7.688  0.11
H  10.634  9.200  9.687  0.13
H  12.353  10.491  10.994  0.14
H  12.050  13.026  11.024  0.14
H  9.983  14.023  10.129  0.13

# 2
A molecular structure, C19H25N4O9PbS2 in a non-equilibrium geometry. Source: OMol25; level of theory: the ωB97M-V functional and the def2-TZVPD basis.

Its HOMO energy is -0.224 Ha. For the calculated total energy, the calculation gives -71420.569 eV. The total charge is -1. The value obtained for the frontier orbital gap is 8.43 eV. The molecular weight comes out at 724.76 u.

Each line ends with the Löwdin charge.
Atoms and positions in Å:
Pb  -0.028  -1.170  -0.010  1.45
O  -4.327  2.474  2.798  0.10
C  -3.430  3.240  2.221  -0.53
O  -3.430  4.447  2.334  0.07
C  -2.381  2.565  1.414  -0.04
C  -1.371  3.213  0.713  0.01
N  -0.618  2.271  0.134  0.02
N  -1.076  1.057  0.412  -0.05
C  -2.136  1.189  1.187  -0.14
C  -2.772  -0.091  1.688  -0.61
O  -3.817  0.010  2.353  0.03
O  -2.166  -1.143  1.400  -0.13
H  -4.190  1.461  2.632  0.06
H  -1.184  4.264  0.622  0.13
H  0.216  2.299  -0.455  0.14
O  0.647  -3.508  -1.228  -0.46
S  1.677  -3.519  -0.206  0.09
O  2.367  -2.236  -0.073  -0.48
O  2.534  -4.667  -0.152  -0.34
S  0.512  -3.488  1.583  0.54
N  2.259  -1.694  3.356  -0.14
C  3.345  -0.946  2.753  -0.18
C  2.792  0.090  1.764  -0.18
N  1.329  0.110  1.765  -0.14
C  0.801  0.275  3.114  -0.17
C  1.247  -0.889  4.018  -0.18
H  2.613  -2.403  3.990  0.13
H  1.412  -2.741  2.299  -0.17
H  3.967  -1.665  2.218  0.12
H  3.963  -0.442  3.516  0.11
H  3.100  -0.159  0.751  0.10
H  3.174  1.087  2.023  0.12
H  1.081  0.915  1.196  0.06
H  -0.287  0.295  3.061  0.11
H  1.142  1.230  3.541  0.12
H  0.400  -1.551  4.210  0.12
H  1.607  -0.481  4.978  0.12
C  -1.387  -2.179  -6.149  -0.06
C  -0.565  -1.445  -5.129  -0.28
C  -0.992  -0.229  -4.624  -0.02
C  -0.245  0.460  -3.678  -0.21
C  -0.739  1.787  -3.173  -0.03
C  0.954  -0.086  -3.221  -0.08
C  1.416  -1.297  -3.743  -0.20
C  2.734  -1.858  -3.305  -0.02
C  0.644  -1.964  -4.683  -0.01
C  1.761  0.674  -2.178  -0.64
O  2.796  1.244  -2.488  0.05
O  1.232  0.724  -1.006  -0.22
H  -2.361  -1.707  -6.266  0.07
H  -1.528  -3.215  -5.845  0.08
H  -0.881  -2.179  -7.115  0.08
H  -1.922  0.199  -4.979  0.11
H  -1.372  2.270  -3.917  0.08
H  0.100  2.442  -2.946  0.08
H  -1.329  1.644  -2.268  0.07
H  2.703  -2.112  -2.246  0.05
H  3.520  -1.117  -3.449  0.09
H  2.976  -2.757  -3.868  0.08
H  0.994  -2.908  -5.081  0.12

Please write out number 2 again, unchanged.
A molecular structure, C19H25N4O9PbS2 in a non-equilibrium geometry. Source: OMol25; level of theory: the ωB97M-V functional and the def2-TZVPD basis.

Its HOMO energy is -0.224 Ha. For the calculated total energy, the calculation gives -71420.569 eV. The total charge is -1. The value obtained for the frontier orbital gap is 8.43 eV. The molecular weight comes out at 724.76 u.

Each line ends with the Löwdin charge.
Atoms and positions in Å:
Pb  -0.028  -1.170  -0.010  1.45
O  -4.327  2.474  2.798  0.10
C  -3.430  3.240  2.221  -0.53
O  -3.430  4.447  2.334  0.07
C  -2.381  2.565  1.414  -0.04
C  -1.371  3.213  0.713  0.01
N  -0.618  2.271  0.134  0.02
N  -1.076  1.057  0.412  -0.05
C  -2.136  1.189  1.187  -0.14
C  -2.772  -0.091  1.688  -0.61
O  -3.817  0.010  2.353  0.03
O  -2.166  -1.143  1.400  -0.13
H  -4.190  1.461  2.632  0.06
H  -1.184  4.264  0.622  0.13
H  0.216  2.299  -0.455  0.14
O  0.647  -3.508  -1.228  -0.46
S  1.677  -3.519  -0.206  0.09
O  2.367  -2.236  -0.073  -0.48
O  2.534  -4.667  -0.152  -0.34
S  0.512  -3.488  1.583  0.54
N  2.259  -1.694  3.356  -0.14
C  3.345  -0.946  2.753  -0.18
C  2.792  0.090  1.764  -0.18
N  1.329  0.110  1.765  -0.14
C  0.801  0.275  3.114  -0.17
C  1.247  -0.889  4.018  -0.18
H  2.613  -2.403  3.990  0.13
H  1.412  -2.741  2.299  -0.17
H  3.967  -1.665  2.218  0.12
H  3.963  -0.442  3.516  0.11
H  3.100  -0.159  0.751  0.10
H  3.174  1.087  2.023  0.12
H  1.081  0.915  1.196  0.06
H  -0.287  0.295  3.061  0.11
H  1.142  1.230  3.541  0.12
H  0.400  -1.551  4.210  0.12
H  1.607  -0.481  4.978  0.12
C  -1.387  -2.179  -6.149  -0.06
C  -0.565  -1.445  -5.129  -0.28
C  -0.992  -0.229  -4.624  -0.02
C  -0.245  0.460  -3.678  -0.21
C  -0.739  1.787  -3.173  -0.03
C  0.954  -0.086  -3.221  -0.08
C  1.416  -1.297  -3.743  -0.20
C  2.734  -1.858  -3.305  -0.02
C  0.644  -1.964  -4.683  -0.01
C  1.761  0.674  -2.178  -0.64
O  2.796  1.244  -2.488  0.05
O  1.232  0.724  -1.006  -0.22
H  -2.361  -1.707  -6.266  0.07
H  -1.528  -3.215  -5.845  0.08
H  -0.881  -2.179  -7.115  0.08
H  -1.922  0.199  -4.979  0.11
H  -1.372  2.270  -3.917  0.08
H  0.100  2.442  -2.946  0.08
H  -1.329  1.644  -2.268  0.07
H  2.703  -2.112  -2.246  0.05
H  3.520  -1.117  -3.449  0.09
H  2.976  -2.757  -3.868  0.08
H  0.994  -2.908  -5.081  0.12

- The lowest total charge belongs to which entry?
  C19H25N4O9PbS2